Entry 1:
ORCA calculation (ωB97M-V/def2-TZVPD) on an isolated ion of composition C9H12NO3P and charge -2.

Geometry as XYZ:
```
26
Properties=species:S:1:pos:R:3
C 2.67229 1.92420 -0.39747
C 0.75680 -1.81504 -0.87184
C 2.29531 0.87789 0.29935
C -0.18256 -0.61511 -0.60092
C 0.18330 0.56375 -0.20709
C -2.48050 -1.65201 0.12210
C -0.72872 2.28166 1.40873
C -1.63961 -0.97865 -0.94579
C -0.50766 1.88594 -0.08152
N 2.95488 3.04409 -0.62714
O 2.07684 -1.66275 -0.92076
O 4.16328 -0.91810 0.19260
O 2.14242 -1.51029 1.65783
P 2.71337 -0.81512 0.42217
H 0.29176 -2.44701 -0.07683
H 0.45184 -2.36029 -1.87011
H -3.51542 -1.69633 -0.14323
H -2.02710 -2.73447 0.19885
H -2.43365 -1.14266 1.16245
H 0.28045 2.03771 1.76687
H -1.40130 1.77819 2.09384
H -1.15525 3.34499 1.46000
H -1.61058 -1.93977 -1.61281
H -2.21499 -0.12615 -1.42691
H 0.33769 2.63679 -0.33264
H -1.42291 2.03853 -0.66974
```

Values from the calculation:
M = 213.2 g mol⁻¹
E_tot = -26445.844 eV
ΔE to the lowest compared entry with this formula, charge and spin = 3.849 eV
charge = -2
HOMO = 0.346 eV
E_LUMO = 5.602 eV

=====

Entry 2:
ORCA calculation (ωB97M-V/def2-TZVPD) on a 2-piece molecular cluster, C5H12NO2 overall.

Geometry as XYZ:
```
20
Properties=species:S:1:pos:R:3
C 0.51321 -1.45999 1.19709
O 1.73606 -1.38959 1.81907
C -0.16421 -0.05646 1.17714
C -1.39223 0.04249 0.27524
C -1.11676 0.65861 -1.07610
C -1.75321 1.77397 -1.48249
N -0.14246 0.02563 -1.80659
H -0.14709 -2.14099 1.75981
H 0.64240 -1.75174 0.13694
H 0.62222 0.69946 1.29485
H -0.48684 0.07558 2.22713
H -1.83833 -0.95288 0.19282
H -2.17929 0.64104 0.74468
H -1.44666 2.11615 -2.47518
H -2.61487 2.20522 -0.99191
H 0.55498 -0.45970 -1.26014
H 0.19934 0.48815 -2.63011
H 2.50047 -0.62545 0.93662
H 3.19876 0.43965 -0.30053
O 3.31452 -0.32915 0.26166
```

Values from the calculation:
M = 118.2 g mol⁻¹
E_tot = -10964.231 eV
ΔE to the lowest compared entry with this formula, charge and spin = 2.759 eV
charge = -1
HOMO = -3.515 eV
E_LUMO = 3.705 eV

=====

Entry 3:
ORCA calculation (ωB97M-V/def2-TZVPD) on a 2-piece molecular cluster, C5H8O overall.

Geometry as XYZ:
```
14
Properties=species:S:1:pos:R:3
C 0.66576 -0.86457 -0.80785
C 0.97724 -0.81758 0.67809
C -0.07485 0.01346 1.36459
C -0.79602 0.88363 0.64366
C -0.34027 1.28486 -0.69525
O 0.49780 0.47349 -1.32443
H 1.48125 -1.29287 -1.39539
H -0.25970 -1.43318 -0.98907
H 0.97433 -1.84113 1.07494
H 1.98395 -0.40723 0.84671
H -0.21680 -0.09420 2.43865
H -1.61086 1.45815 1.07896
H -1.33272 1.65290 -1.45285
H -1.94910 0.98427 -1.46076
```

Values from the calculation:
M = 84.1 g mol⁻¹
E_tot = -7357.537 eV
ΔE to the lowest compared entry with this formula, charge and spin = 4.718 eV
HOMO = -7.840 eV
E_LUMO = 0.521 eV

=====

Entry 4:
ORCA calculation (ωB97M-V/def2-TZVPD) on C48H54BN13S5Tl as an isolated structure.

Geometry as XYZ:
```
122
Properties=species:S:1:pos:R:3
Tl 0.76375 -0.27113 0.38538
C -0.14637 3.66779 2.64166
C -1.28837 3.14826 1.83450
C -2.54407 3.07203 2.33189
C -3.60653 2.58503 1.51625
N -3.36911 2.11706 0.33578
N -2.10832 2.14313 -0.16199
B -2.15574 1.65870 -1.60077
N -3.39373 0.86025 -1.95964
N -4.38124 1.58710 -2.51018
C -5.48933 0.99215 -2.83050
C -5.66028 -0.40356 -2.59133
C -4.66367 -1.13787 -2.03907
C -4.78841 -2.60041 -1.77730
C -3.43906 -0.46500 -1.69664
S -2.12120 -1.24955 -1.02110
C -6.57959 1.87949 -3.41911
C -7.10724 2.79224 -2.30598
C -5.97695 2.73552 -4.53624
C -7.73868 1.06168 -3.99130
N -0.99965 1.55173 -2.56082
N -1.69509 2.69866 -2.65955
C -1.30308 3.73779 -3.32031
C -0.12629 3.54008 -4.10611
C 0.57077 2.37553 -4.07821
C 1.80387 2.18672 -4.88859
C 0.15313 1.28298 -3.19800
S 0.97094 -0.14477 -3.04618
C -2.05508 5.04250 -3.23612
C -1.04719 6.14830 -2.89513
C -3.12172 4.97565 -2.14314
C -2.69865 5.32100 -4.59969
C -1.05411 2.74543 0.46418
S 0.42572 3.02263 -0.26931
C -5.07119 2.66044 1.92062
C -5.83990 1.46121 1.36541
C -5.24652 2.71783 3.43903
C -5.62300 3.95362 1.29873
H -0.44599 3.80983 3.67874
H 0.20267 4.61748 2.23400
H 0.70072 2.98404 2.58756
H -2.73746 3.37265 3.35088
H -6.59215 -0.88258 -2.85128
H -5.78034 -2.95643 -2.04405
H -4.58794 -2.81652 -0.72730
H -4.03952 -3.14866 -2.35090
H -6.30423 3.41267 -1.90628
H -7.53032 2.20963 -1.48618
H -7.88787 3.44329 -2.69847
H -5.15417 3.33715 -4.15587
H -6.73690 3.40434 -4.93832
H -5.60336 2.11378 -5.35053
H -8.27634 0.51379 -3.21789
H -7.40203 0.35592 -4.75133
H -8.45072 1.73879 -4.46186
H 0.22712 4.35586 -4.72049
H 2.02226 3.07199 -5.48006
H 1.69271 1.32189 -5.54382
H 2.64351 1.96387 -4.22981
H -0.48787 5.90280 -1.99211
H -1.58550 7.07957 -2.72391
H -0.33913 6.32025 -3.70502
H -2.66237 4.84989 -1.16155
H -3.81641 4.15204 -2.30189
H -3.68467 5.90835 -2.13375
H -1.95494 5.33246 -5.39608
H -3.18449 6.29582 -4.58074
H -3.44726 4.56740 -4.84248
H -5.58250 0.54924 1.90675
H -5.62261 1.31207 0.30969
H -6.91045 1.62951 1.48125
H -4.76510 1.87219 3.93212
H -6.30942 2.68204 3.67687
H -4.85214 3.63959 3.86481
H -5.54300 3.91760 0.21149
H -5.07167 4.82588 1.65274
H -6.67084 4.08198 1.56934
S -0.27602 1.20260 8.58155
N -1.36396 0.80507 7.45674
C -0.70955 0.66339 6.31244
C -1.29917 0.31238 5.03635
C -2.65456 0.00573 4.89134
C -3.12859 -0.32479 3.64301
C -2.23891 -0.30931 2.56746
N -0.95416 -0.02696 2.69309
C -0.46881 0.25581 3.91022
C 0.98657 0.46760 4.04298
N 1.73381 0.33017 2.94211
C 3.04157 0.48733 3.03053
C 3.69557 0.79882 4.22321
C 2.93976 0.94802 5.36288
C 1.55597 0.77904 5.28220
C 0.68135 0.89713 6.43159
N 1.05187 1.21080 7.66482
H -3.29533 0.02543 5.76214
H -4.16273 -0.59615 3.48473
H -2.57817 -0.53722 1.56089
H 3.60004 0.35612 2.11155
H 4.76882 0.91303 4.23912
H 3.38707 1.18837 6.31672
C 3.68063 -2.43841 -3.09378
N 2.45369 -2.93958 -2.50922
C 1.39076 -3.45224 -3.22261
C 0.43854 -3.79463 -2.34083
N 0.91633 -3.47296 -1.07643
C 2.17798 -2.93302 -1.18317
S 3.19905 -2.39104 0.03035
C 0.24976 -3.84208 0.11830
C -0.35904 -5.08995 0.19240
C -1.01892 -5.41907 1.36140
C -1.02355 -4.51181 2.41109
C -0.37694 -3.30213 2.23292
N 0.23517 -2.96182 1.10228
H 3.92222 -3.03943 -3.96817
H 4.47239 -2.52215 -2.35338
H 3.56181 -1.39334 -3.38035
H 1.40151 -3.50655 -4.29410
H -0.55135 -4.18158 -2.48615
H -0.29166 -5.78450 -0.63117
H -1.50470 -6.37985 1.45797
H -1.50920 -4.73750 3.34783
H -0.34852 -2.56495 3.02426
```

Values from the calculation:
M = 1188.6 g mol⁻¹
E_tot = -129569.942 eV
ΔE to the lowest compared entry with this formula, charge and spin = 0.288 eV
charge = +1
HOMO = -9.234 eV
E_LUMO = -2.478 eV

=====

Entry 5:
ORCA calculation (ωB97M-V/def2-TZVPD) on a 2-piece molecular cluster, C4H11N3O2 overall.

Geometry as XYZ:
```
20
Properties=species:S:1:pos:R:3
H 1.88447 -0.05764 -0.89227
N 0.91280 -0.07213 -0.57666
C 0.08888 -0.44426 -1.46896
N -1.20950 -0.72578 -0.91976
N 0.12650 -1.05698 -2.76736
C 0.59735 -0.34390 -3.91701
H -2.01112 -0.73078 -1.54307
H -1.49997 -0.01993 -0.23238
H 0.69529 -1.91145 -2.70767
H 0.57752 0.76169 -3.74363
H 0.11885 -0.70770 -4.85847
H 1.67987 -0.24178 -4.19899
C 0.04062 0.01732 3.69817
C -0.27169 0.65928 2.36934
O -1.33863 0.94520 1.89883
O 0.96519 0.90551 1.82742
H 1.06983 -0.39745 3.71905
H -0.69120 -0.73125 4.01031
H -0.14018 0.83637 4.35974
H 1.18194 1.81687 1.59877
```

Values from the calculation:
M = 133.2 g mol⁻¹
E_tot = -12890.172 eV
ΔE to the lowest compared entry with this formula, charge and spin = 2.658 eV
HOMO = -9.078 eV
SMILES = [H]/N=C(/N)NC.CC(=O)O
E_LUMO = 0.772 eV

=====

Entry 6:
ORCA calculation (ωB97M-V/def2-TZVPD) on a 2-piece molecular cluster, C3H10N4O2 overall.

Geometry as XYZ:
```
19
Properties=species:S:1:pos:R:3
H -0.54438 1.92129 0.36294
N -1.11652 1.13685 0.70729
C -0.58318 -0.01029 0.68718
N 0.77757 -0.28530 0.51120
C 1.38484 -1.53760 0.42312
N 1.75112 0.64291 0.20000
C 1.92912 0.68146 -1.32427
H -1.13876 -0.89001 0.93146
H 0.53844 -2.30611 0.43166
H 1.92729 -1.74579 -0.53924
H 1.94519 -1.63202 1.39604
H 1.40446 1.48706 0.70342
H 2.25010 -0.28744 -1.66070
H 0.89648 0.68372 -1.75358
H 2.61120 1.48804 -1.63638
O -4.42365 -1.06507 -0.03655
N -3.42989 -0.45231 0.18334
O -3.55979 0.96348 0.03908
H -2.61964 1.20711 0.37401
```

Values from the calculation:
M = 134.1 g mol⁻¹
E_tot = -13323.771 eV
ΔE to the lowest compared entry with this formula, charge and spin = 5.916 eV
HOMO = -9.013 eV
SMILES = [H]/N=C\N(C)NC.O=NO
E_LUMO = 0.724 eV